(1)
A structure of composition C11H20Br12O11S3 in a non-equilibrium geometry, computed with ωB97M-V with the def2-TZVPD basis set.

Atoms and positions in Å:
O 4.2721 3.8502 3.9811
S 4.7855 4.6353 2.8828
O 6.0352 5.3151 3.0798
O 4.8707 3.7870 1.5197
C 4.2476 2.5091 1.4190
C 4.0223 2.2011 -0.0717
C 3.5650 5.9475 2.4026
H 3.2798 2.4604 1.9184
H 4.8795 1.7155 1.8162
H 3.2971 1.3857 -0.0951
H 4.9852 1.9142 -0.4899
H 3.5902 3.0061 -0.6639
H 4.0697 6.2521 1.4862
H 3.7396 6.6649 3.1965
H 2.5878 5.5128 2.2343
C -0.0197 4.4899 0.2005
Br -1.3101 3.2622 -0.6916
Br 1.2286 5.3272 -1.0352
Br 0.6732 3.6704 1.8491
H -0.6020 5.3179 0.5762
C -4.0922 0.5672 -2.9496
Br -4.2150 2.5088 -2.7873
Br -5.9481 -0.1475 -2.7520
Br -3.0243 -0.2326 -1.5524
H -3.6477 0.2631 -3.8867
C -2.5052 1.9666 6.0907
Br -0.6665 1.5691 5.4959
Br -2.7836 1.0823 7.8091
Br -3.8818 1.4202 4.7845
H -2.5694 3.0237 6.3016
C 1.0257 -2.6883 -3.3644
Br 2.2964 -1.4420 -2.5464
Br 1.7115 -4.4452 -3.7385
Br 0.1773 -1.9073 -4.9877
H 0.1532 -2.7573 -2.7305
C 0.0398 -0.7125 1.0833
C -0.3635 -1.6506 2.2466
O -0.9494 -2.7893 1.6302
S -0.6629 -2.8196 0.0414
O -1.8028 -3.2979 -0.6734
O 0.5815 -3.4659 -0.2813
O -0.5768 -1.2086 -0.0981
H 1.1040 -0.5429 0.8950
H -0.3450 0.2925 1.2528
H -1.0484 -1.1016 2.8868
H 0.5120 -2.0376 2.7714
C -1.8613 -5.9322 -3.5825
C -2.9255 -6.2140 -2.5208
O -3.8285 -5.1099 -2.5822
S -3.5157 -4.1028 -3.8124
O -2.6835 -2.9997 -3.3754
O -4.7365 -3.7878 -4.4855
O -2.6004 -5.1627 -4.5534
H -1.2871 -6.7492 -3.9959
H -1.1701 -5.1970 -3.1553
H -2.6676 -6.3197 -1.4744
H -3.4400 -7.0966 -2.9180

The energy relative to the best compared isomer or geometry (same formula, charge and spin) comes out at 0.0 kcal per mole. The value obtained for the gap between HOMO and LUMO is 9.09 eV. For the HOMO energy, the calculation gives -9.9 eV.

=====

(2)
A cluster of 2 separate species, C11H20BrCl2NO in total in a non-equilibrium geometry, computed with ωB97M-V with the def2-TZVPD basis set.

Atoms and positions in Å:
C 4.0500 1.7007 -0.4722
C 2.6143 0.8534 -0.6066
C 2.0290 0.3674 0.8456
Br 2.5093 1.7062 2.3081
C 0.4039 0.0384 0.8433
C -0.0444 -1.1399 1.8901
C -0.9934 -2.3158 1.2580
C -1.8883 -1.8727 -0.0413
N -1.7312 -0.4168 -0.4485
C -2.5077 -0.0170 -1.6831
Cl -2.8758 -1.2061 -3.0906
C -2.9921 1.3966 -1.8537
C -2.7673 2.5946 -0.7157
Cl -3.9197 1.9573 -3.4017
C -0.2160 -0.2168 -0.6641
H 3.8451 2.8670 -0.3257
H 4.5491 1.6095 -1.5507
H 4.7478 1.2812 0.3690
H 1.9027 1.5505 -1.2229
H 2.8783 -0.1381 -1.2085
H 2.5970 -0.6191 1.1478
H -0.1136 1.0410 1.2336
H 0.9327 -1.6530 2.3176
H -0.6226 -0.6304 2.7820
H -0.4240 -3.3051 0.9992
H -1.7748 -2.6066 2.1127
H -3.0570 -2.0518 0.0992
H -1.5113 -2.5307 -0.9632
H -2.0222 0.1510 0.4037
H -3.5348 3.4734 -0.8158
H -2.9622 2.1177 0.3614
H -1.6347 2.9677 -0.6865
H 0.2615 -1.2294 -1.0459
H -0.0884 0.6820 -1.4020
O 2.2930 -2.8780 1.2935
H 2.0676 -3.5281 1.9337

The value obtained for the gap between HOMO and LUMO is 4.97 eV. For the HOMO energy, the calculation gives -6.1 eV.

=====

(3)
A structure of composition C11H20CeCl2O3 in a non-equilibrium geometry, computed with ωB97M-V with the def2-TZVPD basis set.

Atoms and positions in Å:
C 0.7334 2.2598 -0.6671
C 0.9667 1.4945 -1.8451
C 2.0240 0.5769 -1.5629
C 0.3523 1.6797 -3.1818
C 2.4454 0.7872 -0.2228
C 1.6432 1.8126 0.3350
C 1.7574 2.3190 1.7212
C -0.2625 3.3500 -0.5241
C 2.5707 -0.4261 -2.5063
C 3.5312 0.0471 0.4569
Ce -0.5130 -0.3050 0.0721
Cl -1.6868 -1.4068 -4.3238
Cl -2.4431 0.6994 -1.3852
O 1.0189 -1.3815 1.0538
H -0.5884 2.2459 -3.1049
H 0.0571 0.7020 -3.6167
H 1.0490 2.1960 -3.8761
H 1.7792 -0.8270 -3.1688
H 3.0064 -1.2842 -1.9638
H 3.3614 0.0276 -3.1360
H 3.5098 -1.0226 0.1854
H 3.4158 0.1088 1.5505
H 4.5197 0.4600 0.1801
H 2.0816 1.5039 2.3989
H 0.7848 2.7018 2.0856
H 2.5032 3.1349 1.7973
H -1.1739 3.1225 -1.1151
H 0.1480 4.3246 -0.8632
H -0.5817 3.4462 0.5334
H 1.1110 -2.0991 1.7287
O -1.1426 0.6743 1.8060
H -1.0468 0.9639 2.7442
C -2.7057 -2.5491 1.3618
O -1.7208 -2.0680 0.4550
H -3.6518 -2.0883 1.0288
H -2.4782 -2.2488 2.4136
H -2.7652 -3.6421 1.3379

Its charge is -2. The energy relative to the best compared isomer or geometry (same formula, charge and spin) comes out at 0.0 kcal per mole. The value obtained for the gap between HOMO and LUMO is 5.72 eV. For the HOMO energy, the calculation gives -1.1 eV.

=====

(4)
A structure of composition C11H20Cl2HfO5S in a non-equilibrium geometry, computed with ωB97M-V with the def2-TZVPD basis set.

Atoms and positions in Å:
C -0.6509 0.9365 -2.0974
C -1.4983 -0.1733 -1.8701
C -0.6801 -1.2790 -1.5451
C -2.9741 -0.1865 -1.9649
C 0.6756 -0.8711 -1.6635
C 0.6945 0.4923 -2.0081
C 1.9041 1.3198 -2.2436
C -1.1101 2.3319 -2.3384
C -1.1434 -2.6407 -1.2509
C 1.8494 -1.7579 -1.5246
Hf 0.8192 1.1850 2.0492
Cl -1.4365 0.9718 1.3169
Cl 0.6343 3.5137 2.7631
O 2.1759 0.2074 1.0996
H -3.3943 0.7801 -1.6878
H -3.3885 -0.9565 -1.3155
H -3.2855 -0.4133 -2.9913
H -1.9184 -2.6062 -0.4713
H -0.3191 -3.2546 -0.8581
H -1.5809 -3.1540 -2.1295
H 1.6875 -2.4739 -0.7165
H 2.7435 -1.1808 -1.2774
H 2.0332 -2.3335 -2.4491
H 2.7951 0.7453 -2.0175
H 1.9035 2.2182 -1.6027
H 1.9545 1.6379 -3.2891
H -1.9696 2.5886 -1.7032
H -1.4240 2.4384 -3.3834
H -0.2943 3.0468 -2.1567
H 2.4236 1.1805 0.7441
O 1.9758 2.4532 0.7328
H 2.5251 3.1374 0.4409
C -0.9918 -1.1968 5.1593
S 0.5308 -0.8274 4.2555
O 1.5708 -1.5625 4.9394
O 0.3059 -1.1595 2.8113
O 0.7270 0.6794 4.2232
H -0.7710 -1.8789 5.9829
H -1.7015 -1.6911 4.4786
H -1.3971 -0.2664 5.5586

Its charge is -2. The value obtained for the gap between HOMO and LUMO is 3.77 eV. For the HOMO energy, the calculation gives 0.7 eV.

=====

(5)
A structure of composition C11H20IrN2S3Sb in a non-equilibrium geometry, computed with ωB97M-V with the def2-TZVPD basis set.

Atoms and positions in Å:
Ir 0.7431 0.6904 -0.7751
C -1.3006 0.3224 -3.6692
C -0.6842 1.2337 -2.6564
C -1.4186 1.6799 -1.5393
C -0.8345 2.5204 -0.5979
C 0.4875 2.9675 -0.7553
C 1.2503 2.5404 -1.8624
C 0.6558 1.6583 -2.7967
H -2.0608 0.8771 -4.2242
H -1.8007 -0.5192 -3.1906
H -0.5662 -0.0494 -4.3795
H -2.4416 1.3491 -1.4103
H -1.4033 2.8389 0.2661
H 0.9294 3.6188 -0.0135
H 2.2725 2.8669 -1.9896
H 1.2465 1.3076 -3.6326
S 6.1354 -3.1618 -1.5810
Sb 4.1476 -3.8487 -2.0199
S 1.6294 -1.1402 -1.6071
S 2.8369 -2.1207 -0.3757
C -1.5424 -1.2632 0.9763
C -0.6983 -1.0435 2.2306
C -0.7715 -2.2881 3.1142
C -1.1825 0.1838 2.9990
N 0.7456 -0.8838 1.9737
N 1.1480 0.2852 1.2351
H -2.5961 -1.3002 1.2554
H -1.2886 -2.2043 0.4839
H -1.4403 -0.4557 0.2468
H -1.8065 -2.4786 3.3967
H -0.1818 -2.1593 4.0201
H -0.4087 -3.1685 2.5790
H -2.1927 0.0192 3.3702
H -1.2298 1.0743 2.3602
H -0.5374 0.3897 3.8540
H 1.1781 -1.7049 1.5657
H 2.1623 0.3010 1.3467
H 0.8185 1.0653 1.8027

Its charge is +2. The energy relative to the best compared isomer or geometry (same formula, charge and spin) comes out at 5.1 kcal per mole. The value obtained for the gap between HOMO and LUMO (alpha / beta) is 5.98 / 5.98 eV. For the HOMO energy (alpha / beta), the calculation gives -14.8 / -14.8 eV.

=====

(6)
A structure of composition C11H20LiN2O2P in a non-equilibrium geometry, computed with ωB97M-V with the def2-TZVPD basis set.

Atoms and positions in Å:
Li -0.3425 -0.8725 0.0291
C 4.6469 -0.7038 -0.1737
C 3.2447 -1.1303 0.2424
P 1.8530 -0.3863 -0.7122
C 2.2569 -0.8283 -2.4590
C 1.0065 -0.7756 -3.3276
C 2.2074 1.4261 -0.5978
C 0.9551 2.2433 -0.8930
H 5.3812 -1.1898 0.4656
H 4.7715 0.3716 -0.0781
H 4.8503 -0.9861 -1.2032
H 3.0657 -0.8740 1.2935
H 3.1344 -2.2169 0.1489
H 2.6471 -1.8502 -2.4483
H 3.0269 -0.1628 -2.8584
H 0.2374 -1.4320 -2.9180
H 1.2299 -1.0981 -4.3409
H 0.6062 0.2340 -3.3744
H 3.0148 1.7120 -1.2788
H 2.5272 1.6184 0.4319
H 0.6589 2.1393 -1.9342
H 1.1315 3.2983 -0.6939
H 0.1304 1.9003 -0.2623
O -1.6115 -0.4377 1.1962
N -2.7261 -0.2007 1.8177
C -3.5006 -1.2254 2.2061
C -4.7244 -1.0015 2.7946
C -5.1697 0.3009 2.9692
C -4.3426 1.3451 2.5755
C -3.1276 1.0688 1.9929
H -3.0954 -2.2116 2.0349
H -5.3347 -1.8374 3.0938
H -6.1364 0.4960 3.4036
H -4.6555 2.3685 2.6973
H -2.4430 1.8304 1.6474
O -3.2736 -0.4773 -0.7471
N -2.1013 -0.4543 -0.7397

Its charge is +1. The multiplicity is 2. The value obtained for the gap between HOMO and LUMO (alpha / beta) is 8.08 / 8.94 eV. For the HOMO energy (alpha / beta), the calculation gives -11.7 / -12.4 eV. Its expectation value of S² is 0.753.

=====

(7)
The molecule C11H20N2O3 in a non-equilibrium geometry, computed with ωB97M-V with the def2-TZVPD basis set.

Atoms and positions in Å:
C -1.1084 -1.1071 1.8677
C -2.4369 -0.8914 1.1813
C -2.4116 -0.7209 -0.3666
C -1.8623 -2.0208 -1.0473
C -1.7453 0.5520 -0.8830
N -0.2764 0.5282 -0.6460
C 0.6611 0.2126 -1.6100
O 0.3988 -0.1801 -2.7203
C 2.0941 0.4903 -1.1328
C 2.6286 -0.7451 -0.4139
C 3.0216 -0.2442 0.9968
C 3.2612 1.2511 0.7462
N 2.1660 1.6067 -0.1675
C -2.3966 1.7724 -0.2992
O -3.5843 2.0551 -0.4201
O -1.5526 2.6036 0.3720
H -0.5211 -0.1922 1.9086
H -1.2513 -1.3321 2.9439
H -0.4448 -1.8898 1.4832
H -3.0319 -1.7862 1.3760
H -2.9045 0.0375 1.5548
H -3.4869 -0.6801 -0.6332
H -1.8967 -1.9297 -2.1577
H -0.8187 -2.3197 -0.8663
H -2.4523 -2.9080 -0.7414
H -1.8744 0.5774 -1.9944
H 0.0009 1.3108 -0.0628
H 2.6978 0.6816 -2.0360
H 1.9016 -1.5773 -0.3907
H 3.5280 -1.0665 -0.9735
H 3.8866 -0.7051 1.4802
H 2.1520 -0.3299 1.6693
H 4.2344 1.4548 0.2620
H 3.2660 1.8036 1.7051
H 2.3686 2.4289 -0.7084
H -2.2103 3.2595 0.7240

Its SMILES is CC[C@H](C)[C@H](NC(=O)[C@@H]1CCCN1)C(=O)O. The energy relative to the best compared isomer or geometry (same formula, charge and spin) comes out at 12.8 kcal per mole. The value obtained for the gap between HOMO and LUMO is 9.93 eV. For the HOMO energy, the calculation gives -9.3 eV.

=====

(8)
The molecule C11H20N2O5 in a non-equilibrium geometry, computed with ωB97M-V with the def2-TZVPD basis set.

Atoms and positions in Å:
C -4.5485 -0.0510 -0.1838
C -3.0494 0.2736 0.1727
C -2.6519 1.6991 -0.2064
C -2.0976 -0.8541 -0.3532
C -0.7302 -0.9397 0.3398
N 0.2461 -0.0259 -0.2515
C 1.0187 0.8181 0.5695
O 0.5855 1.0298 1.7072
C 2.0455 1.7499 -0.2161
N 2.7413 2.5171 0.7808
C 2.8342 0.6705 -1.1050
C 3.7833 -0.2080 -0.2534
C 3.0561 -1.4679 0.3338
O 2.4078 -1.4228 1.3393
O 3.0793 -2.3834 -0.5930
C -0.2646 -2.3712 0.2204
O 0.3554 -2.8565 -0.6793
O -0.6669 -3.1101 1.3255
H -5.2712 0.4575 0.4910
H -4.7525 0.3400 -1.2766
H -4.7809 -1.1249 -0.3098
H -2.9833 0.2055 1.2469
H -3.0823 2.0001 -1.2293
H -1.5896 1.8130 -0.2505
H -3.1156 2.3282 0.6336
H -2.6290 -1.7846 -0.2006
H -1.9243 -0.5946 -1.3887
H -0.9149 -0.6806 1.3937
H 0.7765 -0.4756 -0.9413
H 1.4005 2.4104 -0.7540
H 3.3012 3.2244 0.3120
H 2.0720 3.0344 1.4226
H 3.3901 1.1938 -1.7896
H 1.9209 0.3322 -1.4811
H 4.6262 -0.5173 -0.8616
H 4.1909 0.4050 0.5521
H 2.3335 -2.9989 -0.5090
H -1.1121 -2.6353 1.9933

Its SMILES is CC(C)C[C@H](NC(=O)[C@@H](N)CCC(=O)O)C(=O)O. The energy relative to the best compared isomer or geometry (same formula, charge and spin) comes out at 50.0 kcal per mole. The value obtained for the gap between HOMO and LUMO is 10.12 eV. For the HOMO energy, the calculation gives -9.5 eV.

=====

| no. | energy (eV) |
| --- | --- |
| 1 | -907264.5648 |
| 2 | -110346.6945 |
| 3 | -55852.0478 |
| 4 | -59161.4325 |
| 5 | -56577.9302 |
| 6 | -28292.4688 |
| 7 | -20854.9446 |
| 8 | -24948.7485 |